A molecular structure, C34H43IrN3O2S3Te in a non-equilibrium geometry, computed with wB97M-V/def2-TZVPD.

Geometry as XYZ:
```
87
Properties=species:S:1:pos:R:3:forces:R:3:lowdin_spin:R:1
Ir 0.4889 0.1769 0.0741 -0.3 0.1 0.3 2.501
C 4.7095 0.7683 -1.9996 -0.1 -0.5 0.0 0.003
S 3.3574 -0.4276 -2.2623 0.5 0.9 -0.9 0.017
C 2.6310 0.3818 -3.7265 0.1 -0.3 0.4 0.003
O 2.4308 -0.1397 -1.0946 -0.7 0.0 0.7 0.077
H 4.3048 1.6439 -1.5038 -0.3 0.1 0.0 0.000
H 5.1543 1.0391 -2.9489 0.1 0.0 -0.2 0.001
H 5.4676 0.3132 -1.3710 0.0 -0.1 0.1 0.000
H 3.1848 0.0392 -4.5964 0.1 -0.1 -0.1 0.000
H 2.7031 1.4603 -3.6449 0.0 0.2 0.1 0.000
H 1.5935 0.0739 -3.8218 -0.1 -0.1 0.1 0.000
N 2.4466 -3.9088 2.9016 0.1 -0.4 0.3 0.000
C 2.7199 -2.5125 3.3366 -0.1 0.9 0.3 0.003
C 1.6468 -1.5781 2.7692 0.3 0.0 0.3 0.014
N 1.5843 -1.6494 1.3160 -0.2 0.4 -0.3 0.083
C 1.3031 -3.0189 0.9028 0.1 -0.3 -0.2 0.005
C 2.3658 -3.9936 1.4181 -0.4 0.0 -0.8 0.004
H 1.5514 -4.2166 3.3055 0.3 -0.1 0.0 0.000
H 3.1768 -4.5415 3.2550 -0.2 0.1 0.0 0.000
H 3.7061 -2.2253 2.9655 0.0 -0.2 0.0 0.000
H 2.7295 -2.4605 4.4257 0.0 -0.2 0.0 0.000
H 1.8709 -0.5544 3.0781 0.0 -0.1 0.1 0.013
H 0.6629 -1.8405 3.1683 0.0 0.1 0.0 0.000
H 2.4758 -1.3599 0.9131 0.0 0.0 0.0 0.004
H 1.2725 -3.0617 -0.1853 0.0 -0.1 0.1 0.000
H 0.3129 -3.2949 1.2751 0.0 0.0 -0.1 0.000
H 3.3442 -3.7375 1.0061 0.0 -0.1 0.2 0.000
H 2.1176 -5.0122 1.1208 0.1 0.0 0.1 0.000
O -0.5884 -1.5568 -1.1018 0.2 0.2 0.6 0.046
S -0.3492 -2.3295 -2.3836 -1.1 -0.2 -1.0 0.007
C -1.7390 -3.5036 -2.4388 0.5 -0.1 0.2 0.005
C -1.7580 -4.4763 -3.4262 0.0 0.1 0.0 0.001
C -2.8496 -5.3271 -3.5014 0.1 0.1 0.0 0.000
C -3.8900 -5.2049 -2.5936 0.0 0.0 0.0 0.000
C -3.8423 -4.2473 -1.5939 0.0 0.0 -0.1 0.000
C -2.7562 -3.3915 -1.5088 0.1 0.3 0.2 0.000
C -0.9901 -1.2963 -3.7259 0.5 -0.1 0.2 0.000
C -0.3712 -1.3661 -4.9636 0.0 -0.1 0.1 0.000
C -0.9064 -0.6495 -6.0215 0.0 0.0 -0.1 0.000
C -2.0373 0.1292 -5.8322 0.0 -0.1 0.0 0.000
C -2.6352 0.2086 -4.5829 0.0 -0.1 0.1 0.000
C -2.1135 -0.5142 -3.5236 0.0 0.0 0.2 0.000
H -0.9500 -4.5605 -4.1363 0.1 0.0 -0.1 0.000
H -2.8948 -6.0786 -4.2729 0.0 -0.1 -0.1 0.000
H -4.7441 -5.8588 -2.6698 -0.1 -0.1 0.0 0.000
H -4.6603 -4.1659 -0.8932 0.0 0.0 0.1 0.000
H -2.6971 -2.6352 -0.7372 0.0 0.0 0.0 0.000
H 0.4898 -2.0019 -5.1045 0.2 -0.1 -0.1 0.000
H -0.4545 -0.7105 -6.9983 0.1 0.0 -0.1 0.000
H -2.4690 0.6527 -6.6698 0.0 0.1 -0.1 0.000
H -3.5237 0.8064 -4.4440 -0.1 0.1 0.0 0.000
H -2.5704 -0.4969 -2.5457 -0.2 0.0 0.1 0.000
C -0.6548 4.0669 7.4695 0.0 0.2 0.3 0.011
C -0.1955 3.5195 6.1731 0.2 -0.3 -0.7 0.056
C -1.0913 3.0273 5.2170 0.2 0.1 0.1 0.002
C -0.6673 2.5659 3.9856 0.1 -0.2 -0.2 0.036
C -1.6688 2.0833 2.9864 -0.1 0.1 0.0 0.017
C 0.7065 2.5876 3.6742 -0.1 -0.1 -0.2 0.088
Te 1.3940 2.2145 1.6894 0.1 0.1 0.5 0.745
C 1.6339 3.0437 4.6347 0.1 -0.1 -0.3 0.037
C 3.1076 3.0795 4.3912 0.2 0.1 -0.2 0.017
C 1.1643 3.4892 5.8554 -0.3 0.0 0.0 0.000
H -1.7182 3.9117 7.6245 0.0 0.0 0.0 0.000
H -0.4476 5.1389 7.5079 -0.1 0.0 0.0 0.004
H -0.1013 3.6244 8.2982 0.0 -0.1 0.0 0.003
H -2.1462 3.0345 5.4410 -0.2 0.0 0.0 -0.001
H -2.6645 2.0555 3.4178 -0.1 0.0 0.0 0.001
H -1.4111 1.0856 2.6215 0.0 -0.1 0.0 0.007
H -1.6908 2.7586 2.1320 -0.1 0.0 -0.2 0.006
H 3.4164 2.3901 3.6054 0.1 0.0 0.1 0.013
H 3.6530 2.8353 5.2987 0.1 0.0 0.0 0.002
H 3.4087 4.0828 4.0920 0.1 0.1 -0.1 0.001
H 1.8756 3.8478 6.5825 0.2 0.0 0.1 0.000
S -3.9596 1.6881 -0.8581 0.5 -0.1 0.1 0.007
C -2.6933 0.7731 -0.1550 -0.2 0.1 0.0 0.012
N -1.4829 1.0816 -0.5190 0.3 -0.7 0.4 0.098
C -1.4783 2.0970 -1.4410 -0.4 0.8 -0.6 0.014
C -0.3613 2.6494 -2.0696 -0.1 -0.1 0.2 0.016
C -0.5480 3.6938 -2.9489 0.1 -0.2 0.0 0.001
C -1.8277 4.1815 -3.2290 -0.1 0.0 0.0 0.001
C -2.9449 3.6341 -2.6331 0.0 0.1 -0.1 0.001
C -2.7623 2.5830 -1.7475 0.2 -0.3 0.3 0.003
H -2.9048 -0.0157 0.5427 0.0 -0.2 0.2 0.001
H 0.6227 2.2481 -1.8491 0.1 0.1 0.0 0.008
H 0.3025 4.1432 -3.4356 0.1 0.1 -0.1 0.000
H -1.9452 4.9964 -3.9249 0.0 0.1 -0.1 0.000
H -3.9317 4.0148 -2.8369 -0.1 0.1 -0.1 0.000
```
Forces are in eV/Å.

highest occupied orbital energy (spin up / spin down): -14.9 / -15.4 eV
spin multiplicity: 5
relative energy (zero: lowest compared OMol25 entry of this formula, charge and spin): 120.77 kJ/mol
orbital gap (spin up / spin down): 0.29047 / 0.20654 Eh
DFT total energy: -3202.0459 a.u.
total charge: +3